# 1
# C5H7NO

A 2-piece molecular cluster, C5H7NO overall (the ωB97M-V functional and the def2-TZVPD basis, the Open Molecules 2025 dataset).

XYZ file:
```
14
Properties=species:S:1:pos:R:3:mulliken_charge:R:1
C -1.18 -0.91 0.21 -0.78
C 0.10 -0.57 0.17 -0.02
C 0.54 0.84 0.29 -0.02
C 1.81 1.22 0.26 -0.73
H -1.48 -1.98 0.06 0.26
H -2.04 -0.20 0.14 0.24
H 0.79 -1.32 0.21 0.38
H -0.24 1.64 0.29 0.22
H 2.19 2.24 0.09 0.26
H 2.67 0.48 0.18 0.19
N -2.02 -1.27 -3.23 -0.45
C -0.87 -1.01 -3.41 0.55
O 0.19 -0.61 -3.64 -0.40
H -2.55 -2.24 -3.18 0.31
```

The calculation puts the lowest unoccupied orbital energy at 0.026 hartree. The frontier orbital gap is 9.7 eV. The energy above the lowest of the compared OMol25 structures with the same formula, charge and spin comes out at 47.5 kcal per mole.

***

# 2
# C16H38AlCl4F3LiN6O9P3S2

C16H38AlCl4F3LiN6O9P3S2 as an isolated structure (the ωB97M-V functional and the def2-TZVPD basis, the Open Molecules 2025 dataset).

XYZ file:
```
83
Properties=species:S:1:pos:R:3:mulliken_charge:R:1
C -0.93 4.45 -0.13 -1.00
C -0.02 3.81 -0.95 -0.27
P 1.22 2.46 -0.40 0.63
C -0.16 1.44 0.46 -1.29
C -1.44 1.09 -0.36 -0.25
C -2.70 1.14 0.63 -0.66
C -4.04 0.76 -0.11 0.43
C -4.67 1.92 -0.96 -0.61
O -5.09 3.01 -0.13 -0.32
C -5.43 4.14 -0.94 -0.68
N 2.58 1.44 0.25 -0.55
C 2.56 0.25 -0.05 0.47
O 2.36 -0.89 -0.16 -0.41
P 1.11 1.42 -2.39 0.30
N 1.33 2.59 -3.49 -0.55
P 1.57 3.74 1.46 0.30
S 3.50 3.54 1.89 -0.38
H -1.61 3.93 0.58 0.23
H -0.91 5.57 -0.19 0.37
H -0.06 4.22 -2.01 0.37
H 2.24 3.28 -1.00 0.39
H -0.53 2.11 1.29 0.41
H 0.16 0.53 1.03 0.46
H -1.36 -0.01 -0.64 0.26
H -1.61 1.64 -1.32 0.48
H -2.51 0.33 1.39 0.29
H -2.78 2.09 1.20 0.43
H -4.80 0.47 0.67 0.48
H -3.92 -0.13 -0.79 -1.07
H -4.02 2.27 -1.82 0.31
H -5.60 1.49 -1.43 0.39
H -6.42 4.04 -1.45 0.29
H -5.45 5.07 -0.32 0.25
H -4.65 4.31 -1.74 0.30
H 2.15 0.52 -2.73 0.28
H -0.12 0.83 -2.75 0.04
H 0.51 2.66 -4.11 0.34
H 1.42 5.13 1.21 0.18
H 0.89 3.26 2.61 0.15
O 4.79 1.54 4.26 -0.36
H 5.71 1.21 4.38 0.46
H 4.66 1.96 3.37 0.24
H 4.53 2.15 4.99 0.47
C 4.87 0.49 8.46 -0.51
C 4.43 1.89 8.21 0.34
N 4.09 2.97 8.01 -0.43
H 4.04 -0.20 8.31 0.20
H 5.68 0.23 7.78 0.25
H 5.23 0.40 9.48 0.29
C 2.17 -2.62 8.65 0.38
O 2.83 -1.62 8.42 -0.65
N 1.54 -3.33 7.66 0.00
N 2.00 -3.11 9.91 -0.07
H 0.97 -4.16 7.82 0.27
H 1.64 -3.00 6.71 0.22
H 2.45 -2.61 10.67 0.23
H 1.46 -3.94 10.13 0.17
Li -3.29 -1.73 -1.84 0.91
O -0.34 -5.59 8.57 -0.72
H -1.20 -6.00 8.52 0.22
O -2.92 0.48 -4.86 -0.64
H -2.04 0.12 -5.00 0.35
H -3.44 0.06 -5.56 0.32
Al 1.84 -5.12 8.77 -0.14
C -2.61 -6.03 -3.79 0.29
Cl -1.99 -6.97 -2.42 -0.08
Cl -4.28 -5.52 -3.46 -0.12
Cl -1.59 -4.60 -4.04 0.01
Cl -2.58 -7.04 -5.25 -0.07
C 2.26 -4.25 -6.48 0.56
F 3.34 -3.76 -5.85 -0.23
F 2.70 -4.87 -7.58 -0.20
F 1.75 -5.21 -5.68 -0.22
S 1.02 -2.93 -6.86 1.10
O 1.71 -1.99 -7.72 -0.58
O 0.64 -2.37 -5.57 -0.53
O -0.08 -3.62 -7.52 -0.57
C -0.62 -0.25 -9.79 -0.83
C -1.14 -0.13 -8.41 0.28
N -1.54 -0.04 -7.34 -0.32
H -1.31 0.22 -10.49 0.35
H 0.35 0.25 -9.86 0.26
H -0.50 -1.30 -10.05 0.26
```

The net charge is +2. The calculation puts the lowest unoccupied orbital energy at -0.376 hartree. The frontier orbital gap is 1.1 eV.